1.
Computed, not measured: one molecule with the formula C3H4N4O in a non-equilibrium geometry, with the ωB97M-V functional and the def2-TZVPD basis.

The geometry in XYZ format:
```
12
Properties=species:S:1:pos:R:3:forces:R:3:mulliken_charge:R:1
N -2.378 0.738 0.001 -3.621 4.488 1.370 -0.2697
N -2.125 -0.437 -0.221 3.978 -10.692 -1.241 -0.2833
C -0.940 -1.194 0.035 -5.902 3.846 -2.310 -0.4569
C 0.230 -0.411 0.230 0.494 -1.138 -0.630 0.7189
C 0.364 1.008 0.085 6.329 -1.237 -1.730 -0.1842
N 1.701 1.186 -0.268 -2.153 -1.754 3.168 -0.3024
O 2.311 -0.157 0.031 -0.201 3.435 -2.369 -0.0786
N 1.381 -1.056 0.087 -1.481 0.694 1.617 -0.3221
H -1.893 1.139 0.719 2.202 1.910 2.315 0.2053
H -3.369 0.869 0.308 0.585 -0.015 -1.247 0.2777
H -0.946 -2.068 -0.642 0.167 0.252 1.214 0.3038
H -0.251 1.872 0.060 -0.398 0.212 -0.158 0.3914
```
Positions in Å, forces in eV/Å.

Results
largest force on an atom = 11.476 eV Å⁻¹
ΔE to the lowest compared entry with this formula, charge and spin = 155.4 kcal/mol
LUMO = -0.17 eV
HOMO energy = -8.704 eV
SMILES = N/N=C\c1cnon1
gap between HOMO and LUMO = 8.531 eV

---

2.
Computed, not measured: one molecule with the formula C3H4N4O in a non-equilibrium geometry, with the ωB97M-V functional and the def2-TZVPD basis.

The geometry in XYZ format:
```
12
Properties=species:S:1:pos:R:3:forces:R:3:mulliken_charge:R:1
H 3.069 -0.356 0.316 -1.771 -1.872 -1.499 0.2799
N 2.319 -1.100 -0.001 -0.546 1.545 2.018 -0.7508
C 1.187 -0.412 0.037 4.709 -2.492 -1.450 0.5684
N 1.277 0.876 -0.119 -1.873 8.992 1.362 -0.5164
C 0.216 1.760 -0.001 1.783 -7.380 0.134 0.0347
N -1.039 1.153 -0.022 -2.173 -0.800 1.173 -0.5744
C -1.202 -0.174 0.062 2.818 1.636 -1.812 0.5335
O -2.388 -0.861 0.037 2.701 0.186 0.287 -0.4548
N -0.020 -0.976 -0.011 -5.419 1.342 0.671 -0.0878
H 0.351 2.789 0.313 -0.093 0.037 -0.874 0.3833
H -3.146 -0.343 -0.224 -0.095 0.901 -0.047 0.3771
H -0.131 -1.919 -0.211 -0.040 -2.095 0.039 0.2073
```
Positions in Å, forces in eV/Å.

Results
largest force on an atom = 9.285 eV Å⁻¹
ΔE to the lowest compared entry with this formula, charge and spin = 48.5 kcal/mol
LUMO = -0.37 eV
HOMO energy = -8.390 eV
SMILES = [H]/N=c1\ncnc(O)[nH]1
gap between HOMO and LUMO = 8.025 eV